{
  "formula": "C36H35BF4N2O3S9V",
  "method": "ωB97M-V/def2-TZVPD",
  "charge": -2,
  "orbital_gap_ev": [5.316, 5.813],
  "multiplicity": 4,
  "energy_ev": -181783.906,
  "s2": 3.76,
  "relative_energy_kj_mol": 0.0,
  "homo_energy_ev": [-1.634, -2.133],
  "lumo_ev": [3.6812, 3.6801],
  "elements": ["V", "C", "C", "N", "N", "C", "S", "S", "C", "C", "C", "C", "C", "C", "C", "C", "C", "C", "C", "C", "C", "O", "H", "H", "H", "H", "H", "H", "H", "H", "H", "H", "H", "H", "H", "H", "O", "S", "C", "C", "C", "C", "S", "O", "C", "C", "C", "C", "C", "C", "C", "C", "C", "C", "C", "C", "H", "H", "H", "H", "H", "H", "H", "H", "H", "H", "H", "H", "H", "H", "H", "H", "H", "H", "F", "B", "F", "F", "F", "C", "S", "C", "C", "S", "S", "C", "S", "S", "H", "H", "H"],
  "xyz": [[0.46397, 0.51984, -0.62528], [3.10036, -1.33933, 2.31761], [2.39650, -0.96134, 1.03887], [1.52307, -0.00579, 1.02964], [1.52319, 0.76008, 2.21797], [0.46109, 0.94497, 2.91730], [-1.12491, 0.32118, 2.94858], [0.84974, 2.19278, 4.22657], [1.39327, 1.08392, 5.54609], [0.36012, 0.09484, 6.01364], [-0.71370, 0.51373, 6.79502], [-1.69100, -0.37918, 7.19806], [-1.60918, -1.71703, 6.82771], [-0.54124, -2.14645, 6.05651], [0.43413, -1.24355, 5.65319], [2.76958, -1.76743, -0.16231], [3.95472, -2.51572, -0.10602], [4.38655, -3.32916, -1.13605], [3.59983, -3.43126, -2.28338], [2.42763, -2.72124, -2.38071], [1.98313, -1.86149, -1.34698], [0.87063, -1.22684, -1.50345], [2.53847, -1.00254, 3.17892], [4.08462, -0.86460, 2.37043], [3.23318, -2.41866, 2.36646], [1.64182, 1.77048, 6.35909], [2.30985, 0.57433, 5.23951], [-0.79387, 1.56223, 7.05698], [-2.53077, -0.03038, 7.78660], [-2.38128, -2.41452, 7.12902], [-0.47332, -3.18250, 5.75026], [1.25059, -1.57989, 5.02973], [4.58689, -2.42947, 0.76610], [5.32982, -3.85280, -1.05823], [3.92781, -4.04643, -3.11439], [1.81414, -2.77068, -3.27300], [-1.25594, -0.62379, 0.05515], [-2.45323, 0.31748, 0.13592], [-3.32821, 0.10305, -1.44382], [-3.33003, -1.29904, -2.03626], [-2.01792, -1.84448, -2.61594], [-1.56056, -1.14938, -3.90539], [-0.21279, 0.05868, -3.65939], [-0.65462, 0.86519, -2.43992], [-0.68698, 1.16430, -4.97702], [-1.04428, 2.46337, -4.64845], [-1.41558, 3.32721, -5.67213], [-1.41800, 2.90116, -6.99210], [-1.02536, 1.60539, -7.30660], [-0.64716, 0.73413, -6.29753], [-3.64513, -0.60207, 1.10404], [-4.84463, -0.00395, 1.45898], [-5.77683, -0.73108, 2.18356], [-5.50042, -2.04092, 2.55599], [-4.28218, -2.61549, 2.21900], [-3.34189, -1.89369, 1.49617], [-2.87246, 0.83322, -2.11291], [-4.34615, 0.43220, -1.22245], [-4.08521, -1.29687, -2.83286], [-3.68276, -2.00418, -1.27792], [-2.17707, -2.90069, -2.84784], [-1.22598, -1.80111, -1.86773], [-2.38505, -0.62578, -4.39319], [-1.13593, -1.86654, -4.61150], [-1.00674, 2.78673, -3.61488], [-1.69542, 4.34346, -5.42705], [-1.71360, 3.58137, -7.78126], [-1.00597, 1.27621, -8.33801], [-0.32263, -0.27118, -6.53825], [-5.03644, 1.02721, 1.18726], [-6.71480, -0.27136, 2.46782], [-6.22823, -2.60676, 3.12369], [-4.05705, -3.62842, 2.52757], [-2.36600, -2.29220, 1.25468], [-0.55947, 4.74785, 0.29429], [-0.76167, 3.62717, -0.49900], [0.00048, 2.54025, 0.10602], [-2.10618, 3.25263, -0.53034], [-0.30742, 3.82849, -1.79801], [3.24702, 3.55978, 0.60558], [4.37714, 3.97865, -0.74593], [4.78332, 2.38922, -1.36919], [3.93551, 1.45887, -1.87625], [2.23023, 1.63637, -2.11623], [4.74330, -0.00236, -2.40335], [6.36536, 0.44921, -2.12387], [7.69492, -0.49745, -2.50149], [6.47633, 1.97837, -1.37798], [2.75141, 4.48749, 0.88831], [3.78549, 3.14825, 1.45619], [2.48804, 2.86569, 0.25177]],
  "forces_ev_per_a": [[-0.25, 0.60, -0.53], [0.08, 0.08, 0.04], [0.00, -0.44, -0.26], [0.54, -0.46, 1.21], [0.28, 0.20, -0.54], [-0.28, 0.24, 0.23], [0.27, -0.02, 0.03], [-0.15, 0.02, -0.22], [0.03, -0.09, 0.13], [0.01, 0.02, 0.05], [0.01, 0.00, -0.01], [0.01, -0.02, -0.02], [0.01, 0.02, 0.00], [0.03, 0.06, 0.03], [-0.03, -0.03, 0.09], [-0.05, 0.08, 0.23], [0.01, 0.06, -0.06], [-0.02, 0.03, -0.02], [0.05, 0.01, -0.01], [0.09, -0.02, 0.03], [-0.11, -0.03, 0.10], [-0.04, -0.36, -0.05], [-0.09, 0.02, 0.03], [0.01, -0.01, -0.01], [0.01, 0.01, 0.02], [0.07, -0.07, 0.04], [-0.04, -0.01, 0.00], [-0.01, 0.02, -0.02], [-0.01, 0.01, 0.02], [-0.01, -0.01, 0.00], [0.00, -0.02, -0.03], [0.06, -0.02, -0.07], [0.03, -0.02, 0.00], [0.01, 0.01, -0.01], [-0.01, -0.03, 0.01], [-0.02, 0.01, 0.01], [-0.53, 0.64, -0.45], [0.38, -0.60, 0.28], [0.02, 0.20, -0.17], [-0.05, -0.11, -0.01], [0.15, 0.18, 0.08], [-0.13, -0.06, -0.08], [-0.28, 0.51, 0.83], [0.25, -0.46, -0.46], [0.04, 0.07, -0.16], [0.02, -0.03, -0.07], [0.01, 0.00, 0.00], [0.00, -0.01, 0.00], [0.00, -0.01, -0.01], [-0.04, 0.05, 0.00], [0.00, -0.06, 0.03], [0.01, -0.04, 0.00], [-0.02, -0.02, 0.01], [0.03, 0.03, -0.03], [0.01, 0.01, -0.01], [-0.07, -0.01, 0.08], [0.02, -0.01, 0.05], [-0.03, 0.01, -0.06], [-0.03, -0.06, 0.03], [-0.01, 0.00, 0.00], [-0.01, 0.00, -0.02], [-0.04, -0.04, -0.06], [-0.01, -0.02, -0.02], [-0.07, -0.03, -0.03], [-0.01, 0.01, 0.03], [0.00, 0.01, 0.01], [0.01, 0.01, -0.01], [0.00, 0.00, -0.01], [0.01, -0.03, 0.00], [-0.01, 0.02, -0.02], [-0.01, 0.01, 0.01], [-0.01, -0.01, 0.02], [0.01, -0.01, 0.03], [0.03, -0.01, -0.02], [-0.06, 0.09, -0.02], [0.17, 0.03, 0.15], [-0.18, -0.31, -0.15], [-0.25, -0.03, -0.01], [0.05, 0.08, -0.14], [0.00, 0.00, 0.03], [-0.09, -0.04, -0.05], [0.04, 0.00, 0.08], [-0.17, 0.16, 0.16], [0.23, 0.14, -0.22], [-0.15, -0.18, -0.21], [0.20, -0.18, -0.02], [-0.12, 0.08, 0.04], [0.18, 0.16, 0.12], [0.00, 0.01, 0.02], [-0.01, -0.03, -0.01], [0.03, 0.03, 0.01]]
}